Entry 1:
# CH14N2O4

A 5-piece molecular cluster, CH14N2O4 overall in a non-equilibrium geometry (ωB97M-V/def2-TZVPD, OMol25).

Computed properties:
2S+1 = 1
HOMO-LUMO gap = 9.83 eV
E_tot = -456.92083 hartree
Strongest force on any atom = 2.35 eV/Å
Energy relative to the best compared isomer or geometry (same formula, charge and spin) = 1.602 eV
SMILES = NCN.O.O.O.O

CARTESIAN COORDINATES (ANGSTROEM)
N: -1.47 0.07 2.22
C: -0.76 0.23 0.93
N: -0.98 1.63 0.45
H: -1.46 0.85 2.86
H: -0.95 -0.63 2.76
H: 0.32 0.09 1.04
H: -1.19 -0.55 0.32
H: -1.95 1.87 0.71
H: -0.46 2.13 1.17
O: 0.68 -0.55 -3.40
H: 0.42 -0.80 -4.29
H: 0.21 0.18 -2.99
O: -0.13 1.88 -2.19
H: 0.58 1.76 -2.80
H: -0.49 1.68 -1.28
O: 1.63 -0.82 -0.54
H: 2.44 -0.34 -0.43
H: 1.60 -1.09 -1.48
O: 0.53 -2.20 2.91
H: 0.14 -2.91 2.43
H: 0.82 -2.60 3.74

Per-atom Löwdin charges, elementary charge units: N -0.024; C -0.324; N -0.003; H 0.051; H 0.026; H 0.079; H 0.105; H 0.087; H 0.081; O -0.062; H 0.047; H -0.016; O -0.118; H 0.017; H 0.012; O -0.055; H 0.030; H 0.023; O -0.041; H 0.039; H 0.047



Entry 2:
# C34H27IrN2O2S

C34H27IrN2O2S as an isolated structure in a non-equilibrium geometry (ωB97M-V/def2-TZVPD, OMol25).

Computed properties:
2S+1 = 6
HOMO-LUMO gap (alpha / beta) = 8.68 / 4.53 eV
Expectation value of S² = 8.79
E_tot = -2073.95705 hartree
Strongest force on any atom = 1.42 eV/Å
Energy relative to the best compared isomer or geometry (same formula, charge and spin) = 0.994 eV
Net charge = +1

CARTESIAN COORDINATES (ANGSTROEM)
Ir: 0.35 0.81 -0.32
O: -0.81 1.05 1.46
C: -2.11 0.62 1.57
C: -2.68 0.22 0.15
C: -2.12 -1.10 -0.29
C: -2.90 -2.24 -0.23
C: -2.32 -3.46 -0.55
C: -0.98 -3.49 -0.90
C: -0.24 -2.31 -0.93
C: 1.23 -2.44 -1.23
C: 2.08 -1.14 -1.24
O: 1.92 -0.49 -0.01
C: 3.53 -1.59 -1.43
C: 4.25 -1.98 -0.31
C: 5.55 -2.44 -0.43
C: 6.14 -2.52 -1.68
C: 5.43 -2.13 -2.81
C: 4.13 -1.67 -2.69
C: 1.65 -0.21 -2.38
C: 2.31 1.03 -2.46
C: 2.09 1.89 -3.52
C: 1.22 1.53 -4.54
C: 0.59 0.29 -4.49
C: 0.80 -0.57 -3.43
N: -0.83 -1.14 -0.67
C: -2.90 1.80 2.18
C: -2.72 2.08 3.53
C: -3.38 3.14 4.12
C: -4.21 3.95 3.36
C: -4.37 3.70 2.00
C: -3.70 2.63 1.41
C: -2.18 -0.62 2.48
C: -1.04 -1.38 2.71
C: -1.13 -2.54 3.46
C: -2.35 -2.94 3.99
C: -3.48 -2.18 3.76
C: -3.40 -1.01 3.02
H: -2.37 1.01 -0.55
H: -3.76 0.18 0.19
H: -3.93 -2.17 0.08
H: -2.90 -4.37 -0.52
H: -0.50 -4.43 -1.14
H: 1.38 -2.96 -2.17
H: 1.65 -3.07 -0.44
H: 3.78 -1.90 0.67
H: 6.11 -2.74 0.45
H: 7.16 -2.88 -1.79
H: 5.89 -2.18 -3.78
H: 3.59 -1.36 -3.57
H: 3.04 1.29 -1.70
H: 2.61 2.84 -3.57
H: 1.05 2.19 -5.37
H: -0.06 -0.01 -5.30
H: 0.30 -1.53 -3.43
H: -2.06 1.46 4.13
H: -3.24 3.35 5.18
H: -4.74 4.78 3.81
H: -5.00 4.33 1.40
H: -3.82 2.47 0.35
H: -0.09 -1.06 2.30
H: -0.23 -3.13 3.65
H: -2.41 -3.85 4.58
H: -4.43 -2.48 4.18
H: -4.29 -0.41 2.86
S: 2.20 4.78 0.32
C: 1.26 3.64 -0.24
N: 0.55 2.78 -0.67

Per-atom Löwdin charges, elementary charge units: Ir 1.512; O -0.096; C -0.443; C -0.061; C -0.260; C 0.006; C -0.008; C 0.007; C -0.231; C -0.051; C -0.508; O -0.247; C -0.164; C -0.025; C -0.065; C -0.078; C -0.067; C -0.022; C -0.261; C -0.088; C -0.065; C -0.055; C -0.052; C -0.036; N 0.071; C -0.155; C -0.019; C -0.054; C -0.067; C -0.063; C -0.025; C -0.176; C -0.021; C -0.056; C -0.068; C -0.055; C -0.027; H 0.112; H 0.132; H 0.128; H 0.124; H 0.130; H 0.141; H 0.144; H 0.117; H 0.108; H 0.107; H 0.108; H 0.119; H 0.129; H 0.115; H 0.113; H 0.113; H 0.115; H 0.129; H 0.112; H 0.111; H 0.110; H 0.109; H 0.109; H 0.111; H 0.110; H 0.112; H 0.131; S 0.832; C -0.861; N -0.098



Entry 3:
# CH5BO2S

One molecule with the formula CH5BO2S (ωB97M-V/def2-TZVPD, OMol25).

Computed properties:
2S+1 = 1
HOMO-LUMO gap = 8.63 eV
E_tot = -614.48524 hartree
Strongest force on any atom = 0.58 eV/Å
Energy relative to the best compared isomer or geometry (same formula, charge and spin) = 7.024 eV
SMILES = OOCBS

CARTESIAN COORDINATES (ANGSTROEM)
O: -1.02 1.28 -0.46
O: -1.49 -0.05 -0.16
C: -0.38 -0.92 -0.26
B: 0.90 -0.52 0.60
S: 2.09 0.82 0.11
H: -1.83 1.66 -0.81
H: -0.77 -1.86 0.13
H: -0.09 -1.10 -1.30
H: 1.19 -1.17 1.55
H: 1.41 1.86 0.60

Per-atom Löwdin charges, elementary charge units: O -0.060; O -0.161; C -0.236; B -0.426; S 0.684; H 0.103; H 0.108; H 0.111; H 0.029; H -0.152



Entry 4:
# C4H7N5O2

C4H7N5O2 as an isolated structure in a non-equilibrium geometry (ωB97M-V/def2-TZVPD, OMol25).

Computed properties:
2S+1 = 1
HOMO-LUMO gap = 8.58 eV
E_tot = -580.68692 hartree
Strongest force on any atom = 8.14 eV/Å
Energy relative to the best compared isomer or geometry (same formula, charge and spin) = 4.692 eV

CARTESIAN COORDINATES (ANGSTROEM)
C: 0.73 -1.75 -0.42
C: 2.34 -0.45 0.39
C: -0.88 0.69 -0.04
C: -1.32 2.00 0.52
H: -0.45 -1.67 -1.91
H: -0.54 -3.02 -0.73
H: 2.88 0.59 0.44
H: 0.86 1.57 -0.35
H: -0.84 -0.25 0.94
H: -2.13 0.31 -0.56
H: -2.74 3.16 1.32
N: -0.43 -2.16 -1.08
N: 1.56 -2.54 0.24
N: 2.53 -1.82 0.85
N: 1.20 -0.38 -0.37
N: 0.34 0.64 -0.72
O: -2.59 2.06 1.02
O: -0.53 3.00 0.45

Per-atom Löwdin charges, elementary charge units: C -0.387; C -0.098; C -0.196; C -0.523; H 0.072; H 0.052; H 0.144; H 0.178; H 0.225; H 0.219; H 0.262; N 0.160; N -0.006; N -0.014; N -0.103; N -0.017; O 0.014; O 0.018